# 1
{
  "formula": "C30H49BrF9N2O8S",
  "method": "the ωB97M-V functional and the def2-TZVPD basis",
  "symbols": ["C", "O", "C", "C", "C", "C", "C", "N", "C", "C", "O", "Br", "C", "S", "O", "O", "C", "F", "F", "C", "F", "F", "C", "F", "F", "C", "F", "F", "F", "C", "N", "H", "H", "H", "H", "H", "H", "H", "H", "H", "H", "H", "H", "H", "H", "H", "H", "H", "C", "C", "C", "O", "C", "H", "H", "H", "H", "H", "H", "H", "H", "C", "C", "C", "O", "C", "H", "H", "H", "H", "H", "H", "H", "H", "C", "C", "C", "O", "C", "H", "H", "H", "H", "H", "H", "H", "H", "C", "C", "C", "O", "C", "H", "H", "H", "H", "H", "H", "H", "H"],
  "coordinates": [[1.046, -4.870, 2.180], [0.974, -4.082, 3.358], [1.118, -2.700, 3.182], [-0.232, -1.981, 2.977], [-0.478, -1.495, 1.535], [0.090, -0.086, 1.263], [1.332, 0.228, 2.005], [2.402, 0.045, 1.313], [3.736, 0.250, 1.903], [4.661, -0.926, 1.643], [4.318, -2.056, 1.763], [6.453, -0.394, 1.315], [2.003, -0.445, -0.056], [3.051, -0.307, -1.519], [2.140, -0.566, -2.591], [4.246, -1.076, -1.371], [3.469, 1.511, -1.690], [3.662, 2.065, -0.473], [2.381, 2.080, -2.250], [4.685, 1.735, -2.626], [5.803, 1.371, -1.983], [4.511, 0.949, -3.702], [4.873, 3.199, -3.155], [6.058, 3.186, -3.800], [3.901, 3.489, -4.030], [4.944, 4.332, -2.096], [5.437, 5.418, -2.657], [3.724, 4.604, -1.631], [5.721, 3.976, -1.074], [0.598, 0.157, -0.196], [-0.225, -0.560, -1.140], [1.624, -4.372, 1.398], [1.545, -5.806, 2.430], [0.046, -5.109, 1.805], [1.804, -2.492, 2.349], [1.595, -2.322, 4.092], [-1.021, -2.675, 3.260], [-0.294, -1.128, 3.659], [-0.070, -2.214, 0.824], [-1.550, -1.436, 1.349], [-0.661, 0.685, 1.465], [1.341, 0.566, 3.034], [3.592, 0.248, 2.986], [4.167, 1.210, 1.651], [1.892, -1.530, 0.044], [0.641, 1.242, -0.355], [-1.202, -0.349, -0.933], [-0.070, -0.219, -2.081], [-3.851, -1.587, -3.613], [-5.153, -1.469, -2.820], [-4.637, -1.186, -1.416], [-3.408, -0.456, -1.576], [-3.000, -0.519, -2.947], [-3.967, -1.425, -4.682], [-3.413, -2.575, -3.462], [-5.740, -0.623, -3.186], [-5.772, -2.363, -2.871], [-4.425, -2.115, -0.878], [-5.325, -0.588, -0.817], [-3.160, 0.461, -3.408], [-1.936, -0.751, -2.987], [5.988, 4.424, 3.301], [6.634, 3.802, 4.538], [5.850, 2.506, 4.682], [5.479, 2.114, 3.350], [5.729, 3.195, 2.443], [6.617, 5.158, 2.801], [5.046, 4.908, 3.569], [7.686, 3.588, 4.344], [6.573, 4.428, 5.425], [4.939, 2.655, 5.271], [6.429, 1.703, 5.136], [6.602, 2.946, 1.832], [4.867, 3.315, 1.779], [-2.014, 4.710, 2.255], [-3.401, 4.152, 1.932], [-3.150, 3.424, 0.618], [-1.790, 2.958, 0.675], [-1.121, 3.580, 1.768], [-1.868, 4.941, 3.309], [-1.824, 5.615, 1.677], [-3.711, 3.444, 2.703], [-4.169, 4.918, 1.846], [-3.250, 4.097, -0.238], [-3.806, 2.569, 0.464], [-0.981, 2.831, 2.562], [-0.139, 3.925, 1.436], [-7.869, -6.613, -3.720], [-9.008, -5.597, -3.758], [-8.321, -4.345, -3.231], [-6.953, -4.436, -3.640], [-6.678, -5.754, -4.125], [-8.017, -7.463, -4.384], [-7.736, -6.992, -2.705], [-9.340, -5.442, -4.787], [-9.872, -5.883, -3.162], [-8.360, -4.302, -2.137], [-8.748, -3.423, -3.628], [-6.571, -5.713, -5.214], [-5.736, -6.100, -3.698]],
  "mulliken_charge": [-0.642, -0.489, 0.096, -1.104, -0.955, 0.312, -0.693, 0.728, -0.411, 0.526, -0.463, -0.062, -0.389, 1.521, -0.674, -0.566, 0.391, -0.233, -0.283, 0.689, -0.232, -0.256, 0.550, -0.274, -0.246, 0.668, -0.256, -0.239, -0.227, -0.862, -0.497, 0.217, 0.286, 0.273, 0.017, 0.208, 0.569, 0.398, 0.515, 0.627, 0.408, 0.759, 0.535, -0.243, -0.101, 0.353, 0.206, 0.547, -0.861, -0.163, -0.561, -0.419, 0.043, 0.383, 0.288, 0.235, 0.028, 0.285, 0.312, 0.268, 0.066, -0.656, -0.642, -0.561, -0.209, -0.062, 0.368, 0.322, 0.256, 0.361, 0.311, 0.317, 0.179, 0.019, -0.651, -0.600, -0.325, -0.299, -0.166, 0.351, 0.278, 0.258, 0.379, 0.261, 0.184, 0.185, 0.252, -0.556, -0.575, -0.448, -0.321, -0.460, 0.335, 0.267, 0.276, 0.326, 0.298, 0.292, 0.279, 0.272],
  "orbital_gap_ev": 6.92,
  "e_homo_ev": -10.99,
  "charge": 1,
  "mol_weight_g_mol": 848.7,
  "e_tot_ev": -156590.2111
}

# 2
{
  "formula": "C30H49N7O3S3",
  "method": "the ωB97M-V functional and the def2-TZVPD basis",
  "symbols": ["C", "S", "O", "C", "H", "H", "H", "H", "H", "H", "C", "S", "O", "C", "H", "H", "H", "H", "H", "H", "C", "S", "O", "C", "H", "H", "H", "H", "H", "H", "C", "C", "N", "H", "H", "H", "C", "C", "N", "H", "H", "H", "N", "C", "C", "C", "C", "H", "H", "H", "H", "H", "N", "C", "C", "C", "C", "H", "H", "H", "H", "H", "N", "C", "C", "C", "C", "H", "H", "H", "H", "H", "N", "C", "C", "C", "C", "H", "H", "H", "H", "H", "N", "C", "C", "C", "C", "H", "H", "H", "H", "H"],
  "coordinates": [[-1.187, 4.055, 0.924], [-1.529, 3.685, 2.645], [-1.822, 2.218, 2.687], [0.115, 3.859, 3.320], [-2.177, 4.173, 0.481], [-0.672, 3.191, 0.506], [-0.685, 5.007, 0.775], [0.104, 3.438, 4.322], [0.400, 4.912, 3.339], [0.827, 3.294, 2.717], [-4.273, 0.912, 1.027], [-4.461, -0.564, 0.060], [-3.547, -0.454, -1.113], [-3.737, -1.722, 1.209], [-4.772, 0.833, 1.989], [-4.763, 1.702, 0.451], [-3.233, 1.237, 1.108], [-3.678, -2.672, 0.685], [-4.463, -1.839, 2.019], [-2.790, -1.395, 1.636], [5.016, 2.793, -2.275], [4.120, 1.487, -3.141], [5.015, 0.593, -3.892], [3.603, 0.644, -1.641], [5.997, 2.415, -1.981], [4.387, 3.139, -1.457], [5.184, 3.609, -2.979], [2.963, -0.195, -1.916], [2.928, 1.359, -1.164], [4.464, 0.316, -1.065], [-0.245, 0.194, -0.001], [-0.813, -1.016, 0.546], [-1.176, -2.024, 0.949], [-0.357, 0.086, -1.090], [0.837, 0.232, 0.105], [-0.744, 1.119, 0.271], [-0.986, -1.394, -2.500], [0.164, -1.718, -3.344], [1.088, -1.941, -4.005], [-1.024, -2.058, -1.644], [-1.897, -1.465, -3.089], [-0.889, -0.351, -2.199], [-0.900, 2.827, -3.318], [-1.126, 4.152, -3.041], [-0.040, 4.650, -2.363], [0.921, 3.579, -2.308], [0.356, 2.485, -2.853], [-1.514, 2.275, -3.886], [-2.042, 4.619, -3.365], [-0.007, 5.661, -1.997], [1.907, 3.722, -1.903], [0.696, 1.465, -2.949], [-1.508, -3.632, 4.092], [-2.050, -2.456, 4.537], [-2.153, -2.545, 5.894], [-1.671, -3.821, 6.289], [-1.246, -4.449, 5.144], [-1.248, -3.866, 3.150], [-2.265, -1.659, 3.850], [-2.602, -1.784, 6.515], [-1.684, -4.267, 7.267], [-0.851, -5.436, 4.970], [-3.156, -5.603, -2.415], [-4.040, -4.598, -2.174], [-3.759, -4.077, -0.962], [-2.630, -4.783, -0.447], [-2.306, -5.749, -1.358], [-3.306, -6.249, -3.167], [-4.876, -4.403, -2.822], [-4.267, -3.263, -0.472], [-2.114, -4.605, 0.480], [-1.567, -6.532, -1.347], [4.384, 4.523, 1.484], [3.364, 5.307, 0.977], [2.345, 4.476, 0.598], [2.733, 3.147, 0.954], [4.007, 3.207, 1.478], [5.313, 4.824, 1.711], [3.570, 6.350, 0.804], [1.385, 4.689, 0.168], [2.172, 2.249, 0.755], [4.681, 2.400, 1.709], [2.140, -4.076, -1.919], [1.454, -3.359, -0.977], [2.341, -2.463, -0.396], [3.590, -2.696, -1.042], [3.440, -3.666, -1.995], [1.768, -4.839, -2.452], [0.391, -3.490, -0.855], [2.023, -1.660, 0.244], [4.514, -2.159, -0.890], [4.142, -4.115, -2.672]],
  "mulliken_charge": [-0.347, 0.302, -0.490, -0.598, 0.447, -0.450, 0.523, 0.415, 0.358, -0.035, -0.587, 0.248, -0.525, 0.282, 0.412, 0.422, -0.160, -0.475, 0.624, -0.565, -0.589, 0.474, -0.658, 0.339, 0.359, -0.068, 0.358, -0.282, -0.481, 0.507, 2.601, 0.022, -0.107, -0.837, -0.434, -1.104, 0.489, 0.058, -0.554, -0.637, 0.674, 0.053, 0.038, -0.556, -1.224, 0.257, -1.093, 0.224, 0.431, 0.487, 0.845, 0.688, 0.137, -0.384, -0.592, -0.547, -0.445, 0.182, 0.416, 0.408, 0.385, 0.390, 0.018, -1.041, -0.084, 0.150, -0.951, 0.208, 0.432, 0.458, 0.496, 0.434, 0.024, -1.163, -0.119, 0.137, -1.478, 0.224, 0.450, 0.493, 0.859, 0.429, 0.112, -0.843, -0.316, -0.646, -0.730, 0.215, 0.774, 0.575, 0.439, 0.414],
  "orbital_gap_ev": 8.34,
  "e_homo_ev": -7.98,
  "relative_energy_kcal_mol": 0.1,
  "charge": 0,
  "mol_weight_g_mol": 652.0,
  "e_tot_ev": -80977.9388
}

# 3
{
  "formula": "C30H50BF4NO2P3PbS2",
  "method": "the ωB97M-V functional and the def2-TZVPD basis",
  "symbols": ["Pb", "C", "C", "C", "P", "C", "C", "C", "C", "C", "C", "C", "C", "C", "N", "C", "C", "C", "C", "C", "C", "P", "C", "C", "C", "C", "C", "C", "H", "H", "H", "H", "H", "H", "H", "H", "H", "H", "H", "H", "H", "H", "H", "H", "H", "H", "H", "H", "H", "H", "H", "H", "H", "H", "H", "H", "H", "H", "H", "H", "H", "H", "H", "H", "C", "C", "C", "O", "P", "S", "S", "O", "C", "C", "C", "H", "H", "H", "H", "H", "H", "H", "H", "H", "H", "H", "H", "H", "H", "F", "B", "F", "F", "F"],
  "coordinates": [[-0.268, -0.572, 0.374], [-4.239, 2.949, -1.722], [-3.530, 1.639, -1.372], [-4.350, 0.793, -0.388], [-1.789, 1.692, -0.756], [-0.833, 2.798, -1.912], [-1.010, 4.297, -1.668], [-1.100, 2.414, -3.369], [-1.723, 2.563, 0.845], [-2.737, 3.238, 1.523], [-2.513, 3.774, 2.783], [-1.272, 3.618, 3.388], [-0.257, 2.933, 2.739], [-0.462, 2.407, 1.462], [0.511, 1.661, 0.769], [1.733, 2.199, 0.474], [2.037, 3.571, 0.699], [3.243, 4.123, 0.327], [4.229, 3.357, -0.293], [3.954, 2.027, -0.544], [2.740, 1.433, -0.182], [2.377, -0.297, -0.551], [3.758, -1.287, 0.187], [5.101, -1.307, -0.544], [3.934, -0.809, 1.635], [2.316, -0.523, -2.380], [2.284, -2.021, -2.692], [3.319, 0.237, -3.242], [-5.261, 2.727, -2.049], [-4.305, 3.628, -0.870], [-3.743, 3.477, -2.534], [-3.414, 1.051, -2.288], [-4.448, 1.278, 0.585], [-5.354, 0.618, -0.785], [-3.879, -0.180, -0.225], [0.205, 2.547, -1.686], [-2.041, 4.616, -1.835], [-0.731, 4.575, -0.650], [-0.367, 4.855, -2.357], [-2.121, 2.657, -3.674], [-0.418, 2.965, -4.021], [-0.947, 1.348, -3.548], [-3.711, 3.361, 1.069], [-3.310, 4.298, 3.298], [-1.099, 4.019, 4.380], [0.700, 2.773, 3.223], [1.291, 4.200, 1.165], [3.417, 5.177, 0.512], [5.177, 3.792, -0.584], [4.701, 1.428, -1.048], [3.365, -2.308, 0.196], [5.604, -0.341, -0.477], [5.754, -2.048, -0.073], [5.000, -1.573, -1.597], [4.471, 0.143, 1.650], [2.978, -0.649, 2.141], [4.507, -1.539, 2.212], [1.320, -0.141, -2.621], [3.263, -2.488, -2.545], [1.548, -2.546, -2.073], [1.976, -2.165, -3.728], [4.350, -0.085, -3.067], [3.079, 0.041, -4.291], [3.262, 1.313, -3.078], [-3.393, -2.932, 0.654], [-3.550, -2.766, 2.156], [-3.707, -4.105, 2.852], [-2.458, -1.941, 2.632], [-1.076, -2.369, 3.321], [-1.211, -3.174, 5.088], [0.017, -0.685, 3.144], [-0.614, -3.432, 2.184], [0.400, -4.448, 2.300], [1.654, -3.987, 3.017], [0.696, -4.875, 0.873], [-4.303, -3.361, 0.226], [-2.551, -3.592, 0.434], [-3.205, -1.971, 0.173], [-4.430, -2.158, 2.362], [-2.816, -4.719, 2.713], [-4.560, -4.623, 2.406], [-3.875, -3.991, 3.921], [-0.045, -5.279, 2.850], [2.055, -3.097, 2.531], [2.401, -4.784, 2.974], [1.451, -3.745, 4.060], [1.115, -4.029, 0.319], [-0.219, -5.185, 0.364], [1.411, -5.701, 0.858], [-2.366, -0.950, -4.209], [-1.099, -1.374, -3.767], [-0.927, -0.912, -2.407], [-0.078, -0.780, -4.556], [-0.986, -2.772, -3.788]],
  "mulliken_charge": [1.112, -1.506, 0.649, -1.213, 1.165, 1.342, -1.504, -1.533, 0.674, -1.240, -0.928, -0.878, 0.369, -0.972, 0.606, -0.505, -0.758, -0.961, -1.125, -0.469, 0.889, 0.139, 0.908, -1.504, -1.641, 2.133, -1.563, -1.593, 0.527, 0.142, 0.277, 0.351, 0.216, 0.537, 0.046, -0.392, 0.199, 0.222, 0.512, 0.241, 0.466, 0.404, 0.146, 0.425, 0.390, 0.527, 0.334, 0.381, 0.437, 0.293, 0.365, 0.253, 0.473, 0.272, 0.379, 0.275, 0.441, -1.104, 0.311, 0.291, 0.491, 0.218, 0.487, 0.377, -0.239, 0.612, -1.468, -0.341, 0.352, -0.441, -0.573, 0.171, 0.491, -1.358, -1.229, 0.514, -0.062, -0.609, 0.423, 0.165, 0.487, 0.352, 0.144, 0.221, 0.491, 0.339, 0.059, 0.343, 0.483, -0.390, 0.330, 0.212, -0.400, -0.383],
  "orbital_gap_ev": 7.32,
  "e_homo_ev": -4.78,
  "charge": -1,
  "mol_weight_g_mol": 907.8,
  "e_tot_ev": -103851.6151
}

# 4
{
  "formula": "C30H50BrIrN4O10P2S3",
  "method": "the ωB97M-V functional and the def2-TZVPD basis",
  "symbols": ["Ir", "O", "C", "C", "C", "C", "C", "C", "C", "O", "N", "O", "O", "H", "H", "H", "H", "C", "C", "C", "C", "C", "Br", "N", "C", "H", "H", "H", "H", "H", "H", "C", "N", "C", "S", "N", "C", "H", "H", "H", "H", "H", "H", "H", "H", "C", "C", "C", "O", "P", "S", "S", "O", "C", "C", "C", "H", "H", "H", "H", "H", "H", "H", "H", "H", "H", "H", "H", "H", "H", "C", "C", "C", "C", "O", "P", "O", "O", "O", "C", "C", "C", "C", "H", "H", "H", "H", "H", "H", "H", "H", "H", "H", "H", "H", "H", "H", "H", "H", "H", "H"],
  "coordinates": [[-0.160, 0.198, 0.572], [-1.429, -1.130, 1.491], [-2.377, -1.696, 0.926], [-2.463, -1.950, -0.477], [-3.619, -2.537, -1.009], [-3.673, -2.769, -2.355], [-2.612, -2.437, -3.202], [-1.469, -1.866, -2.693], [-1.371, -1.618, -1.316], [-0.226, -1.165, -0.832], [-4.884, -3.382, -2.924], [-5.780, -3.660, -2.154], [-4.902, -3.565, -4.122], [-3.188, -2.052, 1.571], [-4.453, -2.812, -0.376], [-2.708, -2.644, -4.259], [-0.625, -1.616, -3.320], [4.241, 3.387, 0.079], [2.950, 2.970, -0.567], [2.423, 3.600, -1.682], [1.228, 3.153, -2.215], [0.571, 2.100, -1.612], [-1.014, 1.508, -2.420], [1.059, 1.476, -0.528], [2.228, 1.917, -0.036], [4.731, 4.170, -0.497], [4.925, 2.542, 0.158], [4.064, 3.765, 1.088], [2.941, 4.433, -2.141], [0.798, 3.605, -3.096], [2.601, 1.391, 0.830], [2.739, -4.272, -0.193], [2.291, -3.283, -1.150], [3.016, -2.229, -1.592], [2.284, -1.083, -2.573], [4.314, -2.210, -1.233], [5.263, -1.180, -1.603], [1.968, -5.033, -0.099], [2.913, -3.842, 0.797], [3.642, -4.776, -0.545], [1.302, -3.155, -1.272], [4.649, -2.951, -0.640], [4.712, -0.319, -1.971], [5.936, -1.523, -2.390], [5.853, -0.896, -0.730], [4.821, -1.726, 2.449], [4.153, -2.887, 3.161], [4.629, -3.058, 4.589], [2.694, -2.833, 3.145], [1.684, -1.630, 3.350], [-0.013, -2.198, 3.994], [1.759, -0.815, 1.368], [2.581, -0.704, 4.264], [2.455, 0.608, 4.881], [2.760, 1.687, 3.861], [1.128, 0.781, 5.587], [5.889, -1.936, 2.365], [4.702, -0.801, 3.011], [4.414, -1.583, 1.447], [4.355, -3.805, 2.608], [4.447, -2.154, 5.168], [5.700, -3.266, 4.593], [4.113, -3.890, 5.067], [3.257, 0.586, 5.620], [1.963, 1.766, 3.127], [3.703, 1.475, 3.352], [2.857, 2.646, 4.373], [0.309, 0.837, 4.874], [1.160, 1.706, 6.167], [0.941, -0.048, 6.268], [-3.967, 2.108, 4.393], [-3.662, 2.233, 2.912], [-3.760, 0.885, 2.230], [-4.532, 3.275, 2.235], [-2.284, 2.759, 2.850], [-1.003, 2.340, 2.084], [-1.193, 2.132, 0.572], [-0.339, 1.023, 2.498], [0.003, 3.488, 2.375], [-0.133, 4.869, 2.867], [-0.408, 4.827, 4.360], [1.225, 5.485, 2.579], [-1.225, 5.595, 2.098], [-5.002, 1.794, 4.531], [-3.825, 3.065, 4.895], [-3.312, 1.370, 4.858], [-4.766, 0.492, 2.378], [-3.046, 0.198, 2.685], [-3.570, 0.962, 1.157], [-5.573, 2.951, 2.257], [-4.232, 3.408, 1.195], [-4.460, 4.234, 2.749], [0.415, 4.340, 4.885], [-1.327, 4.283, 4.575], [-0.509, 5.844, 4.739], [2.016, 4.891, 3.038], [1.265, 6.494, 2.987], [1.403, 5.536, 1.503], [-2.217, 5.248, 2.383], [-1.097, 5.448, 1.024], [-1.161, 6.662, 2.309]],
  "lowdin_spin": [0.627, 0.009, -0.002, 0.007, -0.002, 0.004, -0.001, 0.006, 0.009, 0.096, 0.000, 0.001, 0.001, 0.000, 0.000, 0.000, 0.000, 0.000, 0.000, 0.001, 0.000, 0.001, 0.008, -0.004, 0.002, 0.000, 0.000, 0.000, 0.000, 0.000, 0.001, 0.001, 0.003, 0.001, 0.001, 0.000, 0.000, 0.000, 0.001, 0.000, 0.000, 0.000, 0.000, 0.000, 0.000, 0.001, 0.000, 0.000, 0.010, 0.005, 0.002, 0.094, -0.001, 0.000, 0.001, 0.000, 0.000, 0.000, 0.001, 0.000, 0.000, 0.000, 0.000, 0.000, 0.001, 0.000, 0.000, 0.000, 0.000, 0.000, 0.000, 0.000, 0.000, 0.000, 0.004, 0.005, 0.101, 0.007, 0.001, 0.000, 0.000, 0.000, 0.000, 0.000, 0.000, 0.000, 0.000, 0.000, 0.000, 0.000, 0.000, 0.000, 0.000, 0.000, 0.000, 0.000, 0.000, 0.000, 0.000, 0.000, 0.000],
  "orbital_gap_ev": [6.29, 5.10],
  "spin_multiplicity": 2,
  "e_homo_ev": [-10.08, -10.06],
  "relative_energy_kcal_mol": 46.3,
  "s2": 0.757,
  "charge": 1,
  "mol_weight_g_mol": 1057.0,
  "e_tot_ev": -182319.7241
}